[1]
45
Properties=species:S:1:pos:R:3:forces:R:3:lowdin_charge:R:1 method="wB97M-V/def2-TZVPD" energy_ha=-1682.77844 total_charge=-1 homo_lumo_gap_ev=6.259 e_homo_ev=-4.03 spin_multiplicity=1
C 2.732026 -0.566883 3.601310 -2.0 0.5 -4.9 -0.121
C 2.318100 -0.565067 2.352050 2.4 -0.3 6.4 -0.252
In 1.784961 -0.822602 0.158565 -0.1 0.4 0.3 0.559
C 3.307288 0.038069 -1.273776 2.1 -0.2 -0.2 -0.251
C 4.734674 0.371835 -0.623784 0.2 0.6 0.4 -0.461
C 6.047551 -0.259816 -1.358650 -0.3 0.5 0.1 -0.094
N 4.938563 1.142950 0.432356 -1.1 -1.6 -2.7 0.051
P 1.447379 -3.340160 -0.315849 -0.7 1.5 -2.9 0.500
O 1.139681 -3.425694 -1.861184 0.6 -0.4 2.6 -0.679
B -0.292371 0.113410 -0.244912 -0.9 -0.4 0.2 -0.442
C -0.568251 1.203533 -1.447063 -0.5 -0.9 0.7 -0.103
O -1.362268 -0.370308 0.645727 1.2 1.6 -0.8 -0.073
H 2.983580 -0.411264 4.702269 -0.5 -0.4 -2.3 0.000
H 2.860422 0.991772 -1.724914 0.7 -1.4 0.5 0.037
H 3.491862 -0.776610 -2.082459 -0.5 1.6 1.1 0.040
H 5.751351 -0.861419 -2.291212 0.4 0.8 1.5 0.058
H 6.649730 -0.913789 -0.631938 -0.9 1.0 -1.1 0.068
H 6.734742 0.599616 -1.725882 -1.2 -1.3 0.8 0.071
H 4.001198 1.474847 0.741615 0.7 -0.3 0.0 0.023
H 0.243489 -3.687025 0.432301 1.0 -0.6 0.0 -0.069
H 2.579563 -4.137647 0.064973 -0.8 -0.4 0.2 -0.084
H 0.411835 1.613168 -1.874523 -1.6 -0.4 0.6 0.055
H -1.143613 0.625628 -2.279588 0.9 1.0 1.2 0.085
H -1.265409 2.000976 -1.011943 1.1 -0.9 -0.9 0.058
H -1.624759 0.317521 1.301274 0.1 -0.6 -0.7 0.063
C -1.424676 -2.333261 5.286563 0.3 -0.5 0.6 -0.140
C -2.540201 -2.473601 4.296587 -0.5 -0.7 -0.2 -0.138
O -2.715764 -1.148606 3.821250 0.4 0.3 0.2 0.061
C -1.538547 -0.492442 4.022959 0.6 1.3 -0.6 -0.532
O -1.286111 0.598524 3.583533 -0.5 -1.2 0.5 0.146
O -0.686621 -1.231117 4.784444 -0.5 0.4 -0.3 0.063
H -0.799772 -3.226519 5.340300 0.1 0.2 0.0 0.136
H -1.784375 -2.089872 6.291301 0.0 0.0 0.0 0.130
H -2.273720 -3.119144 3.454419 0.0 0.1 0.0 0.138
H -3.458582 -2.847541 4.753288 0.0 0.2 -0.1 0.130
C -4.816495 3.218940 -3.972355 -0.8 0.3 -0.1 -0.145
C -4.078413 2.024725 -4.496442 -0.2 -0.7 -0.5 -0.139
O -2.723167 2.333717 -4.211580 -0.1 0.4 0.3 0.062
C -2.723464 3.223653 -3.180026 1.4 0.4 0.7 -0.543
O -1.744251 3.564187 -2.581419 -1.2 0.1 -0.9 0.141
O -3.983547 3.674088 -2.917423 0.3 -0.2 -0.1 0.061
H -5.810474 2.964629 -3.599838 0.2 0.1 0.1 0.132
H -4.909079 4.014461 -4.718155 0.0 0.0 0.0 0.131
H -4.348593 1.102743 -3.972852 0.0 0.1 0.0 0.137
H -4.226768 1.880248 -5.568160 0.2 0.0 0.1 0.132

[2]
57
Properties=species:S:1:pos:R:3:forces:R:3:lowdin_charge:R:1 method="wB97M-V/def2-TZVPD" energy_ha=-2827.51820 total_charge=+1 homo_lumo_gap_ev="6.353 / 7.103" e_homo_ev="-11.63 / -11.63" spin_multiplicity=2
C 1.334106 0.410361 0.960252 0.2 1.1 -0.2 -0.084
C 1.482793 0.982646 -0.339323 0.2 0.7 1.4 -0.161
C 0.572531 2.093030 -0.443649 0.0 -0.2 0.9 -0.151
H 2.261233 0.716187 -1.037460 -0.2 -0.1 0.1 0.092
C -0.231414 2.110390 0.740631 0.8 0.0 -0.1 -0.123
C 0.244047 1.066573 1.612764 0.5 0.5 -0.8 -0.083
H -0.134637 0.823553 2.599394 -0.1 0.0 -0.3 0.143
H 2.031485 -0.296379 1.406576 -0.7 -0.2 -0.3 0.139
H 0.576222 2.823609 -1.242949 -0.4 -0.3 -0.1 0.130
H -1.058905 2.782896 0.949777 0.2 -0.2 -0.1 0.138
V -0.572080 0.195781 -0.276557 -2.2 -2.9 0.1 0.707
Cl -2.709211 0.545507 -1.166135 1.6 0.0 0.7 0.084
P 0.012320 0.429708 -3.383321 0.3 -0.1 -2.4 1.115
C -0.336078 2.043506 -4.276071 0.0 0.6 0.6 -0.373
C 0.484133 2.558344 -5.297578 0.1 -0.2 0.2 -0.082
H 1.390107 2.025318 -5.584053 -0.2 0.2 0.0 0.102
C 0.147790 3.738300 -5.965891 -0.2 -0.2 0.2 -0.063
H 0.787192 4.105460 -6.772890 -0.2 -0.1 0.3 0.114
C -1.017921 4.426291 -5.618458 0.0 -0.3 0.2 -0.069
H -1.295657 5.332083 -6.153565 0.1 -0.2 0.2 0.110
C -1.837845 3.934174 -4.597389 0.0 -0.2 0.0 -0.066
H -2.757903 4.463406 -4.333466 0.4 -0.2 -0.1 0.112
C -1.499081 2.749248 -3.931476 0.2 0.1 0.0 -0.112
H -2.130751 2.340562 -3.141585 0.0 0.3 -0.2 0.049
C 1.690807 0.093935 -4.156142 0.4 -0.2 0.5 -0.359
C 2.800473 0.693490 -3.542414 0.0 -0.3 -0.2 -0.129
H 2.643193 1.344506 -2.686221 0.2 0.0 -0.3 0.076
C 4.094148 0.479375 -4.019741 0.0 0.2 0.0 -0.070
H 4.932374 0.945931 -3.501680 -0.2 -0.1 -0.2 0.111
C 4.309463 -0.294640 -5.161039 -0.3 0.1 0.2 -0.067
H 5.317714 -0.425346 -5.548412 -0.2 0.0 0.1 0.112
C 3.214481 -0.871691 -5.804701 0.0 0.2 0.2 -0.060
H 3.367838 -1.455001 -6.713064 -0.1 0.1 0.3 0.114
C 1.921431 -0.694411 -5.301679 -0.2 0.0 0.2 -0.068
H 1.091334 -1.179566 -5.815277 0.2 0.2 0.2 0.105
C -0.962952 -0.671664 -4.523704 -0.5 -0.4 0.5 -0.383
C -1.531135 -0.241911 -5.735825 0.0 0.1 0.2 -0.074
H -1.435944 0.799791 -6.043039 -0.1 -0.3 0.1 0.104
C -2.223879 -1.134408 -6.557433 0.2 -0.2 0.2 -0.060
H -2.647703 -0.784157 -7.502527 0.1 -0.1 0.4 0.114
C -2.354725 -2.472616 -6.176562 0.2 0.2 0.2 -0.068
H -2.870025 -3.177945 -6.823801 0.0 0.1 0.2 0.110
C -1.798820 -2.911332 -4.970597 0.2 0.0 0.1 -0.070
H -1.893604 -3.957315 -4.664662 0.0 0.4 -0.2 0.111
C -1.102835 -2.017811 -4.149779 -0.2 0.3 -0.3 -0.111
H -0.659738 -2.345957 -3.209564 -0.1 -0.1 -0.2 0.095
C 0.759190 -3.171888 1.267631 0.7 0.4 0.1 -0.056
C -0.634541 -2.724788 0.848234 0.5 -1.9 -0.2 -0.512
C -1.600441 -3.341468 1.831899 -0.3 0.0 0.7 -0.045
O -0.772971 -1.342130 0.705286 0.1 2.6 -1.9 -0.272
H 1.001991 -2.830060 2.291728 -0.1 -0.1 -0.4 0.094
H 1.545185 -2.807066 0.586419 -0.3 -0.1 0.1 0.079
H 0.795407 -4.269784 1.267241 0.0 0.3 0.0 0.095
H -0.822664 -3.181594 -0.130147 -0.1 0.2 -0.1 0.141
H -1.326051 -3.067902 2.862174 -0.1 0.0 -0.3 0.094
H -2.627585 -3.050441 1.659583 -0.2 0.2 -0.1 0.083
H -1.557145 -4.440175 1.773213 0.1 0.4 -0.1 0.099

[3]
14
Properties=species:S:1:pos:R:3:forces:R:3:lowdin_charge:R:1 method="wB97M-V/def2-TZVPD" energy_ha=-701.09934 total_charge=+1 homo_lumo_gap_ev=9.833 e_homo_ev=-13.55 e_above_lowest_kj_mol=329.3 spin_multiplicity=1
C -2.588742 -0.859482 -0.279690 2.5 3.6 1.1 0.095
C 1.823008 0.992805 0.113191 0.7 -4.1 -0.5 -0.223
C -1.735674 0.235520 0.031850 -1.4 -3.8 -2.6 -0.570
N 0.989498 0.262660 -0.554249 -0.4 -1.0 -0.5 -0.307
N 2.853698 0.229421 0.557677 -0.9 1.8 -0.2 0.165
O -1.657419 1.174664 0.945556 0.1 0.7 0.2 0.027
S -0.439551 0.770808 -1.117883 -0.4 -0.8 -0.5 1.165
H -2.205337 -1.683035 -0.853900 0.0 0.2 -0.7 0.061
H -3.600958 -0.933739 0.080049 0.0 -0.1 0.6 0.070
H 1.591516 1.991279 0.256632 0.7 2.2 0.9 0.120
H 3.696869 0.573532 0.919093 1.0 1.0 0.7 0.101
H 2.906893 -0.735141 0.296286 -0.5 -0.3 -0.3 0.122
H -2.455809 1.261827 1.436879 -1.2 0.1 1.0 0.126
H -0.582609 -0.207648 -2.072606 -0.1 0.5 0.5 0.048